7
Properties=species:S:1:pos:R:3 method="wB97M-V/def2-TZVPD" charge=+1 e_above_lowest_ev=1.7726 homo_ev=-15.85
C -0.92494 0.71221 -1.33026
C -0.29060 0.25371 -0.27933
N 0.35800 -0.45721 0.74895
H -1.12497 1.19899 -2.25590
H 0.25402 0.12273 1.67858
H 1.43362 -0.29300 0.58002
H 0.29487 -1.53744 0.85794